This record from the OMol25 dataset describes 10 unconnected molecules or ions with the total composition C60H134N10O12 in a non-equilibrium geometry. The level of theory is ωB97M-V with the def2-TZVPD basis set.

Values from the calculation:
SMILES string = CC1(C)CCCC(C)(C)N1O.CC1(C)CCCC(C)(C)N1O.CC1(C)CCCC(C)(C)N1O.CC1(C)CCCC(C)(C)N1O.CC1(C)CCCC(C)(C)N1O.CC1(C)CCCC(C)(C)N1O.NC(N)=O.NC(N)=O.OCCO.OCCO
orbital gap = 8.2 eV
energy relative to the best compared isomer or geometry (same formula, charge and spin) = 4.1437 eV
LUMO level = 0.0086 Ha
energy = -103846.95711 eV

Each line ends with the Löwdin charge.
Atoms and positions in Å:
1 C -4.964 9.031 9.601  -0.041
2 C -4.681 7.508 9.395  -0.429
3 C -3.882 6.950 10.642  -0.046
4 C -5.974 6.662 9.264  -0.116
5 C -6.560 6.691 7.806  -0.165
6 C -5.488 6.577 6.659  -0.109
7 C -4.144 7.504 6.848  -0.470
8 C -3.193 6.906 5.734  -0.043
9 C -4.366 8.958 6.404  -0.048
10 N -3.707 7.359 8.228  -0.112
11 O -2.459 7.992 8.481  -0.021
12 H -4.133 9.726 9.480  0.082
13 H -5.836 9.297 9.002  0.063
14 H -5.379 9.345 10.559  0.073
15 H -2.910 7.365 10.909  0.070
16 H -4.402 6.920 11.599  0.082
17 H -3.685 5.897 10.443  0.074
18 H -5.710 5.633 9.511  0.109
19 H -6.826 7.045 9.825  0.117
20 H -7.137 5.772 7.698  0.100
21 H -7.123 7.598 7.585  0.099
22 H -6.067 6.843 5.775  0.106
23 H -5.122 5.563 6.498  0.100
24 H -2.607 6.184 6.303  0.075
25 H -2.440 7.532 5.256  0.075
26 H -3.835 6.384 5.024  0.069
27 H -3.482 9.529 6.689  0.083
28 H -5.271 9.341 6.876  0.062
29 H -4.498 9.010 5.324  0.080
30 H -2.062 7.425 9.145  0.079
31 C 0.922 1.053 11.677  -0.052
32 C 0.240 -0.294 11.462  -0.460
33 C 1.256 -1.400 11.820  -0.051
34 C -0.986 -0.499 12.499  -0.113
35 C -2.408 -0.004 12.126  -0.199
36 C -2.737 -0.302 10.653  -0.122
37 C -1.633 -0.036 9.560  -0.490
38 C -2.028 -0.780 8.277  -0.027
39 C -1.595 1.451 9.344  -0.050
40 N -0.277 -0.503 10.052  -0.099
41 O 0.708 -0.476 9.010  -0.015
42 H 1.346 1.217 12.668  0.081
43 H 1.831 1.025 11.075  0.078
44 H 0.396 1.982 11.458  0.065
45 H 0.850 -2.355 11.487  0.083
46 H 2.206 -1.296 11.296  0.078
47 H 1.460 -1.396 12.891  0.084
48 H -1.141 -1.564 12.328  0.094
49 H -0.713 -0.492 13.554  0.115
50 H -3.110 -0.436 12.839  0.106
51 H -2.448 1.049 12.407  0.096
52 H -3.612 0.312 10.439  0.115
53 H -2.902 -1.372 10.782  0.114
54 H -2.999 -0.441 7.914  0.095
55 H -2.038 -1.837 8.542  0.083
56 H -1.177 -0.769 7.597  0.075
57 H -2.567 1.894 9.128  0.082
58 H -1.032 1.828 8.491  0.087
59 H -1.138 1.959 10.193  0.063
60 H 0.422 -1.303 8.616  0.084
61 C 1.521 1.310 1.243  -0.035
62 C 0.826 1.365 -0.157  -0.474
63 C -0.781 1.226 0.005  -0.012
64 C 1.138 2.737 -0.776  -0.140
65 C 0.973 2.857 -2.324  -0.209
66 C 1.807 1.836 -2.952  -0.181
67 C 1.348 0.426 -2.504  -0.467
68 C -0.044 0.098 -3.139  -0.020
69 C 2.400 -0.525 -3.085  -0.045
70 N 1.420 0.350 -0.998  -0.102
71 O 1.453 -0.983 -0.449  0.003
72 H 1.339 2.226 1.804  0.079
73 H 1.107 0.482 1.818  0.075
74 H 2.600 1.194 1.142  0.082
75 H -1.208 1.334 1.002  0.071
76 H -1.267 1.914 -0.687  0.059
77 H -1.183 0.253 -0.279  0.060
78 H 0.526 3.597 -0.501  0.115
79 H 2.155 2.996 -0.481  0.115
80 H -0.096 2.876 -2.535  0.109
81 H 1.360 3.852 -2.545  0.114
82 H 2.860 2.099 -2.852  0.127
83 H 1.643 2.078 -4.003  0.122
84 H -0.224 -0.958 -2.941  0.071
85 H -0.090 0.064 -4.228  0.087
86 H -0.850 0.621 -2.625  0.062
87 H 3.363 -0.142 -2.745  0.086
88 H 2.464 -0.308 -4.151  0.080
89 H 2.104 -1.574 -3.051  0.083
90 H 0.579 -1.329 -0.643  0.083
91 C 1.635 -8.767 -2.687  -0.027
92 C 0.696 -9.872 -3.411  -0.411
93 C -0.547 -9.110 -4.087  -0.023
94 C 1.593 -10.376 -4.548  -0.170
95 C 1.248 -11.700 -5.239  -0.178
96 C 0.858 -12.872 -4.286  -0.137
97 C -0.073 -12.412 -3.128  -0.463
98 C -1.426 -12.206 -3.800  -0.045
99 C -0.009 -13.542 -2.097  -0.038
100 N 0.329 -11.048 -2.536  -0.126
101 O -0.298 -10.735 -1.356  -0.020
102 H 2.532 -9.210 -2.254  0.076
103 H 1.759 -7.933 -3.377  0.076
104 H 1.160 -8.354 -1.797  0.062
105 H -0.236 -8.174 -4.551  0.077
106 H -1.074 -9.775 -4.770  0.049
107 H -1.293 -8.987 -3.301  0.076
108 H 1.423 -9.695 -5.383  0.108
109 H 2.682 -10.433 -4.532  0.114
110 H 0.288 -11.431 -5.679  0.081
111 H 1.911 -12.041 -6.035  0.113
112 H 1.784 -13.171 -3.793  0.105
113 H 0.492 -13.699 -4.896  0.121
114 H -2.038 -11.642 -3.097  0.088
115 H -1.906 -13.156 -4.038  0.086
116 H -1.445 -11.609 -4.712  0.057
117 H -0.705 -14.322 -2.406  0.080
118 H -0.674 -13.262 -1.281  0.075
119 H 0.929 -13.973 -1.745  0.089
120 H 0.432 -10.752 -0.733  0.106
121 C -10.679 -3.253 -3.656  -0.054
122 C -9.535 -2.190 -3.622  -0.479
123 C -8.158 -2.808 -3.799  -0.041
124 C -9.822 -1.340 -4.897  -0.136
125 C -9.021 0.024 -4.993  -0.162
126 C -9.443 0.799 -3.664  -0.125
127 C -9.099 0.057 -2.254  -0.422
128 C -7.552 -0.004 -2.122  -0.035
129 C -9.851 0.831 -1.155  -0.040
130 N -9.777 -1.331 -2.419  -0.098
131 O -9.711 -1.970 -1.130  -0.034
132 H -10.734 -3.892 -4.537  0.076
133 H -10.565 -4.058 -2.930  0.077
134 H -11.706 -2.890 -3.697  0.081
135 H -7.488 -2.114 -4.306  0.061
136 H -7.585 -3.070 -2.910  0.086
137 H -8.184 -3.667 -4.470  0.085
138 H -9.451 -1.891 -5.761  0.112
139 H -10.853 -1.005 -5.015  0.114
140 H -7.951 -0.127 -5.130  0.088
141 H -9.185 0.803 -5.737  0.098
142 H -10.470 1.158 -3.735  0.109
143 H -8.753 1.637 -3.761  0.096
144 H -7.277 -0.624 -1.269  0.078
145 H -7.047 0.961 -2.070  0.084
146 H -7.005 -0.588 -2.863  0.057
147 H -9.283 0.817 -0.225  0.074
148 H -10.818 0.409 -0.881  0.082
149 H -9.837 1.881 -1.449  0.079
150 H -10.651 -2.131 -1.021  0.090
151 C 7.373 0.499 -9.944  -0.056
152 C 7.207 1.240 -11.292  -0.433
153 C 5.703 1.553 -11.456  -0.041
154 C 8.079 2.571 -11.141  -0.144
155 C 8.301 3.291 -12.452  -0.143
156 C 9.042 2.256 -13.438  -0.151
157 C 8.340 0.996 -13.761  -0.512
158 C 7.147 1.197 -14.683  -0.048
159 C 9.415 0.172 -14.569  -0.029
160 N 7.751 0.410 -12.499  -0.062
161 O 7.168 -0.926 -12.650  -0.033
162 H 6.772 1.012 -9.193  0.078
163 H 7.008 -0.527 -9.983  0.076
164 H 8.380 0.523 -9.526  0.072
165 H 4.996 0.757 -11.687  0.086
166 H 5.344 2.169 -10.632  0.079
167 H 5.715 2.207 -12.328  0.053
168 H 7.547 3.270 -10.495  0.111
169 H 8.895 2.291 -10.476  0.107
170 H 7.412 3.616 -12.993  0.101
171 H 8.839 4.214 -12.235  0.105
172 H 10.078 2.081 -13.148  0.113
173 H 9.206 2.889 -14.310  0.114
174 H 6.709 0.239 -14.963  0.088
175 H 7.403 1.829 -15.534  0.081
176 H 6.387 1.895 -14.331  0.066
177 H 10.309 -0.097 -14.005  0.081
178 H 9.629 0.669 -15.515  0.084
179 H 8.961 -0.754 -14.922  0.071
180 H 7.812 -1.571 -12.349  0.087
181 N -3.205 -6.120 1.983  0.164
182 C -3.389 -4.958 2.403  -0.862
183 N -4.645 -4.688 2.459  0.166
184 O -2.465 -4.281 2.821  0.036
185 H -2.201 -6.234 1.961  0.130
186 H -3.854 -6.888 2.079  0.127
187 H -4.774 -3.706 2.656  0.119
188 H -5.485 -5.189 2.210  0.120
189 N 3.451 7.341 6.064  0.141
190 C 4.055 6.775 5.025  -0.791
191 N 3.459 7.036 3.871  0.158
192 O 5.140 6.320 5.182  0.060
193 H 2.702 8.013 5.977  0.100
194 H 3.756 7.148 7.008  0.112
195 H 2.454 7.138 3.905  0.105
196 H 3.932 6.594 3.097  0.115
197 O 10.302 8.576 1.286  -0.087
198 C 9.894 7.698 0.225  -0.228
199 C 8.415 7.373 0.005  -0.256
200 O 7.978 6.222 0.647  -0.067
201 H 10.981 8.210 1.858  0.077
202 H 10.395 8.239 -0.578  0.112
203 H 10.453 6.770 0.346  0.118
204 H 8.278 7.126 -1.048  0.121
205 H 7.781 8.188 0.354  0.120
206 H 8.282 6.192 1.557  0.090
207 O 6.557 -2.480 0.279  -0.073
208 C 7.323 -1.338 -0.080  -0.238
209 C 8.315 -1.687 -1.249  -0.230
210 O 9.130 -2.634 -0.591  -0.064
211 H 5.666 -2.130 0.213  0.088
212 H 6.659 -0.573 -0.484  0.112
213 H 7.819 -1.025 0.839  0.123
214 H 8.787 -0.754 -1.556  0.112
215 H 7.799 -2.051 -2.138  0.113
216 H 8.407 -3.093 -0.156  0.059